# 1
{
  "formula": "C55H41O4P2SSe3TeTi",
  "method": "ωB97M-V/def2-TZVPD",
  "de_lowest_kj_mol": 193.67,
  "lumo_energy_ev": [1.40, 1.40],
  "total_charge": -1,
  "max_force_ev_per_a": 2.43,
  "e_homo_ev": [-2.493, -2.478],
  "total_energy_ev": -321753.876,
  "elements": ["Ti", "O", "S", "C", "C", "C", "C", "C", "C", "C", "C", "C", "C", "P", "C", "C", "C", "C", "C", "C", "C", "C", "C", "C", "C", "C", "C", "C", "C", "C", "C", "C", "C", "C", "C", "C", "C", "C", "P", "C", "C", "C", "C", "C", "C", "C", "C", "C", "C", "C", "C", "C", "C", "H", "H", "H", "H", "H", "H", "H", "H", "H", "H", "H", "H", "H", "H", "H", "H", "H", "H", "H", "H", "H", "H", "H", "H", "H", "H", "H", "H", "H", "H", "H", "H", "H", "H", "H", "H", "Se", "Se", "Te", "Se", "O", "C", "C", "C", "C", "C", "C", "C", "O", "O", "H", "H", "H", "H", "H"],
  "coordinates": [[0.80174, -0.04272, -0.92283], [-0.22235, 0.01144, 0.89363], [-0.37466, 1.47164, 1.32154], [-2.04369, 1.68459, 1.89536], [-2.41932, 1.68320, 3.22410], [-3.63729, 2.22569, 3.66240], [-4.47080, 2.79795, 2.73931], [-5.78995, 3.51377, 2.88820], [-6.26374, 3.77852, 1.43438], [-5.12569, 3.29701, 0.56726], [-4.96181, 3.27394, -0.79222], [-3.80602, 2.67695, -1.31408], [-2.78535, 2.15141, -0.52926], [-1.51370, 1.17952, -1.44369], [-2.67888, -0.16124, -1.91238], [-3.20241, -0.34274, -3.18599], [-4.02914, -1.42848, -3.44969], [-4.34442, -2.32851, -2.44650], [-3.85664, -2.12749, -1.16059], [-3.02971, -1.05091, -0.89451], [-1.25242, 2.13346, -2.97414], [-0.71539, 1.47671, -4.08590], [-0.27639, 2.20288, -5.18126], [-0.31883, 3.58845, -5.15549], [-0.82328, 4.24870, -4.04770], [-1.28540, 3.52697, -2.95781], [-2.92617, 2.18218, 0.88772], [-4.12609, 2.74262, 1.37665], [0.62938, 1.62539, 2.79271], [0.36765, 2.79978, 3.47232], [1.00823, 3.15595, 4.66315], [1.92467, 2.28333, 5.17473], [2.77528, 2.36802, 6.41547], [3.53734, 1.02219, 6.45967], [3.18116, 0.34145, 5.16288], [3.62317, -0.83126, 4.62377], [3.16960, -1.16832, 3.34228], [2.25892, -0.41763, 2.61042], [2.17436, -0.97831, 0.86571], [3.93125, -1.21631, 0.41406], [4.56650, -0.05698, -0.03301], [5.82474, -0.11327, -0.60896], [6.46875, -1.33656, -0.73462], [5.87634, -2.48449, -0.22834], [4.61416, -2.42780, 0.34531], [1.46553, -2.65349, 1.03191], [1.69638, -3.63586, 0.06146], [1.01801, -4.84507, 0.10437], [0.08676, -5.09043, 1.10315], [-0.15123, -4.12285, 2.06931], [0.53334, -2.91848, 2.03944], [1.67190, 0.74291, 3.21036], [2.22870, 1.10549, 4.46606], [-1.73352, 1.27344, 3.95353], [-3.89151, 2.20978, 4.71538], [-5.65893, 4.44855, 3.43694], [-6.50868, 2.91239, 3.44690], [-6.48150, 4.83320, 1.26002], [-7.17435, 3.22035, 1.20704], [-5.71639, 3.67549, -1.45772], [-3.71025, 2.59890, -2.38929], [-2.95965, 0.36053, -3.97331], [-4.42140, -1.57052, -4.44958], [-4.95940, -3.19222, -2.66486], [-4.11101, -2.82382, -0.37083], [-2.62964, -0.91071, 0.10425], [-0.65191, 0.39402, -4.09879], [0.15506, 1.69213, -6.03055], [0.08656, 4.15167, -5.98488], [-0.83081, 5.33085, -4.01465], [-1.66169, 4.04310, -2.08458], [-0.36576, 3.47738, 3.05324], [0.76271, 4.08678, 5.15840], [2.17284, 2.52889, 7.31079], [3.46512, 3.20950, 6.32608], [3.21948, 0.41347, 7.30937], [4.61540, 1.16202, 6.54864], [4.33488, -1.46465, 5.13929], [3.56377, -2.06341, 2.87768], [4.07968, 0.90681, 0.07879], [6.28306, 0.79258, -0.98433], [7.42897, -1.39777, -1.23263], [6.39372, -3.43467, -0.29466], [4.16394, -3.33412, 0.73201], [2.40721, -3.45665, -0.73243], [1.21591, -5.59480, -0.65220], [-0.45748, -6.02659, 1.12475], [-0.87760, -4.31100, 2.85156], [0.34209, -2.17057, 2.79916], [1.46092, 2.35184, -0.60364], [3.15379, 3.46393, 0.40717], [3.67193, 2.62241, -4.00300], [2.35926, 1.23691, -2.40692], [-1.26847, -3.87595, -2.72027], [-0.22145, -3.80392, -3.56500], [-0.15941, -4.71099, -4.61710], [0.89512, -4.66877, -5.51325], [1.91423, -3.73395, -5.36512], [1.87627, -2.84210, -4.31115], [0.81541, -2.86302, -3.40150], [0.81625, -1.94143, -2.26987], [1.87995, -1.33917, -1.90682], [-0.23904, -1.63606, -1.60996], [-1.21154, -3.11600, -2.10463], [-0.94971, -5.44529, -4.70942], [0.92509, -5.37486, -6.33393], [2.73773, -3.70884, -6.06670], [2.65167, -2.09797, -4.17757]]
}

---

# 2
{
  "formula": "C55H42GaN7OS3",
  "method": "ωB97M-V/def2-TZVPD",
  "de_lowest_kj_mol": 25.96,
  "lumo_energy_ev": -4.87,
  "total_charge": 2,
  "max_force_ev_per_a": 0.20,
  "e_homo_ev": -11.125,
  "total_energy_ev": -155060.923,
  "elements": ["Ga", "C", "C", "N", "C", "C", "C", "C", "C", "C", "C", "N", "C", "C", "C", "C", "C", "C", "C", "C", "N", "C", "H", "H", "H", "H", "H", "H", "H", "H", "H", "H", "H", "H", "N", "S", "N", "S", "N", "S", "N", "C", "C", "C", "C", "C", "C", "C", "C", "C", "C", "C", "C", "C", "C", "C", "C", "C", "C", "C", "C", "C", "C", "C", "C", "C", "C", "C", "C", "C", "C", "C", "C", "C", "C", "C", "C", "H", "H", "H", "H", "H", "H", "H", "H", "H", "H", "H", "H", "H", "H", "H", "H", "H", "H", "H", "H", "H", "H", "H", "H", "H", "H", "H", "H", "H", "H", "O", "C"],
  "coordinates": [[-0.19251, 1.58820, 2.11804], [-1.75980, 3.67992, -1.37767], [-0.96052, 2.88117, -0.55304], [-1.10139, 2.86187, 0.75416], [-2.04208, 3.63687, 1.35564], [-2.88959, 4.47084, 0.59880], [-2.72090, 4.46786, -0.79963], [-3.84867, 5.27101, 1.26165], [-3.91641, 5.21062, 2.62062], [-3.06848, 4.37896, 3.38508], [-2.11238, 3.57929, 2.79256], [-1.18632, 2.73270, 3.35329], [-0.81650, 2.62395, 4.67995], [-1.43683, 3.08558, 5.82038], [-0.86584, 2.89896, 7.09992], [0.31520, 2.24713, 7.28099], [0.98156, 1.72484, 6.14751], [2.20129, 1.02215, 6.22035], [2.78986, 0.53797, 5.08250], [2.15152, 0.74561, 3.85619], [1.01215, 1.39907, 3.76113], [0.41243, 1.90271, 4.87343], [-1.60016, 3.67915, -2.44753], [-0.18894, 2.24319, -0.96031], [-3.35264, 5.10688, -1.40540], [-4.50097, 5.91568, 0.68759], [-4.64076, 5.81642, 3.14949], [-3.20295, 4.40046, 4.45002], [-2.38342, 3.59165, 5.78247], [-1.39858, 3.29383, 7.95532], [0.74667, 2.11572, 8.26441], [2.66495, 0.87431, 7.18845], [3.72692, 0.00074, 5.11413], [2.57128, 0.38282, 2.92829], [1.37624, 1.19742, 0.91139], [2.00974, 0.62440, -0.25896], [1.05241, 0.16418, -1.53205], [0.48808, -1.20400, -1.92620], [-0.36307, -2.08411, -0.94680], [-1.73936, -1.60627, -0.26090], [-1.71020, -0.29232, 0.51369], [-2.98696, -1.40562, -1.49218], [-3.40893, -0.12439, -1.81554], [-4.38336, 0.01625, -2.79203], [-4.91905, -1.10381, -3.41310], [-4.48716, -2.37924, -3.06805], [-3.51020, -2.54003, -2.10100], [-2.20980, -3.06107, 0.62244], [-3.23447, -2.87990, 1.54198], [-3.68903, -3.98031, 2.24644], [-3.12241, -5.23041, 2.02616], [-2.10036, -5.38946, 1.10084], [-1.63218, -4.29740, 0.38527], [1.74505, -2.34133, -2.42562], [2.54448, -1.93111, -3.48789], [3.55185, -2.77275, -3.92109], [3.75530, -3.99446, -3.28693], [2.95818, -4.37673, -2.21830], [1.93567, -3.54897, -1.77615], [-0.41003, -0.83605, -3.40691], [-0.90360, -1.91252, -4.13294], [-1.61389, -1.65876, -5.29296], [-1.81808, -0.34843, -5.71076], [-1.31765, 0.71431, -4.97141], [-0.60448, 0.47736, -3.80642], [3.02188, -0.79624, 0.09311], [4.17662, -1.07013, -0.62997], [4.91305, -2.19728, -0.30370], [4.49271, -3.03240, 0.72573], [3.33075, -2.75025, 1.43094], [2.58349, -1.62279, 1.11925], [3.09657, 1.72734, -1.12573], [2.99773, 2.01409, -2.47891], [3.86881, 2.94336, -3.03156], [4.82429, 3.56243, -2.23928], [4.91499, 3.26283, -0.88440], [4.04487, 2.34739, -0.31973], [-2.99646, 0.73150, -1.29781], [-4.73648, 1.00479, -3.05524], [-5.69153, -0.98424, -4.16168], [-4.92092, -3.24899, -3.54298], [-3.18115, -3.53045, -1.81250], [-3.65501, -1.89630, 1.71484], [-4.48091, -3.86230, 2.97318], [-3.48003, -6.08643, 2.58252], [-1.66540, -6.36581, 0.93492], [-0.83923, -4.40726, -0.34060], [2.37471, -0.97750, -3.97531], [4.17684, -2.48032, -4.75419], [4.54270, -4.65214, -3.63130], [3.12813, -5.32404, -1.72402], [1.31529, -3.82621, -0.93652], [-0.73288, -2.93087, -3.80209], [-2.00355, -2.48288, -5.87546], [-2.36501, -0.15735, -6.62496], [-1.47651, 1.73146, -5.30526], [-0.20501, 1.29138, -3.21732], [4.50652, -0.40979, -1.42295], [5.82415, -2.41693, -0.84496], [5.08051, -3.90444, 0.98291], [3.00674, -3.39979, 2.23399], [1.67690, -1.39249, 1.66820], [2.25878, 1.52020, -3.09602], [3.79904, 3.18249, -4.08440], [5.50150, 4.28458, -2.67625], [5.65897, 3.74812, -0.26750], [4.09431, 2.12434, 0.73961], [-0.51142, -1.28215, 2.21569], [-0.90920, -0.25104, 1.70489]]
}